Record 1
# C6H12N2

A gas-phase ion, C6H12N2 (charge +2) (ωB97M-V with the def2-TZVPD basis set, the Open Molecules 2025 dataset).

ORCA input file:
```
! RIJCOSX wB97M-V def2-TZVPD def2/J DEFGRID3
* xyz 2 1
C 2.311 -0.069 -0.880
C 0.873 -0.008 -0.531
N -0.077 0.846 -0.935
C -1.361 0.596 -0.353
C -2.010 1.885 0.227
C -1.092 -0.638 0.483
N 0.188 -0.892 0.329
C 0.790 -2.038 0.893
H 2.787 0.946 -0.666
H 2.457 -0.427 -1.864
H 2.729 -0.879 -0.317
H -0.116 1.834 -1.290
H -2.091 0.341 -1.094
H -1.303 2.220 0.898
H -2.882 1.747 0.972
H -2.442 2.510 -0.510
H -1.775 -1.104 1.234
H 1.378 -2.777 0.256
H 0.026 -2.485 1.587
H 1.610 -1.608 1.558
*
```

Calculated values
structure (SMILES): CC1=[NH+][C@H](C)C=[N+]1C
calculated total energy: -9377.2059 eV
HOMO energy: -0.7687 Ha
frontier orbital gap: 10.17 eV
energy relative to the best compared isomer or geometry (same formula, charge and spin): 114.4 kJ/mol
E_LUMO: -10.7457 eV

Atom charges from the Löwdin analysis, given in e for atoms 1 to 8:
1 C 0.0916
2 C -0.0900
3 N 0.2135
4 C -0.2406
5 C 0.0394
6 C 0.2143
7 N -0.0352
8 C 0.0208

***

Record 2
# C6H12N2O

2 unconnected molecules or ions with the total composition C6H12N2O (ωB97M-V with the def2-TZVPD basis set, the Open Molecules 2025 dataset).

ORCA input file:
```
! RIJCOSX wB97M-V def2-TZVPD def2/J DEFGRID3
* xyz 0 1
C -2.590 0.848 1.290
C -0.323 0.573 0.558
C 0.254 -0.663 -1.438
C 0.465 -1.728 0.847
C 1.981 0.155 0.284
C 0.664 -0.395 0.045
N -0.550 2.871 -1.990
N -0.977 1.880 -2.237
O -1.542 0.136 0.827
H -2.448 1.842 1.541
H -3.396 0.114 1.329
H -0.147 1.681 0.601
H 0.165 0.286 -2.093
H -0.693 -1.241 -1.583
H 1.047 -1.344 -1.817
H -0.608 -2.112 0.849
H 1.169 -2.413 0.401
H 0.719 -1.616 1.871
H 1.899 0.831 1.202
H 2.082 0.759 -0.683
H 2.829 -0.465 0.195
*
```

Calculated values
calculated total energy: -11440.5138 eV
HOMO energy (spin up / spin down): -0.2695 / -0.2537 Ha
frontier orbital gap (spin up / spin down): 8.19 / 7.75 eV
energy relative to the best compared isomer or geometry (same formula, charge and spin): 401.1 kJ/mol
E_LUMO (spin up / spin down): 0.8578 / 0.8485 eV

Atom charges from the Löwdin analysis, given in e for atoms 1 to 8:
1 C -0.0066
2 C -0.1741
3 C -0.0665
4 C -0.0344
5 C -0.0670
6 C -0.6427
7 N 0.0710
8 N 0.0415

***

Record 3
# C6H12N2O

C6H12N2O in the gas phase (ωB97M-V with the def2-TZVPD basis set, the Open Molecules 2025 dataset).

ORCA input file:
```
! RIJCOSX wB97M-V def2-TZVPD def2/J DEFGRID3
* xyz 0 1
C -2.147 -0.539 -1.072
C -1.011 -0.664 -0.100
O -1.449 -0.497 1.249
C 0.159 -1.424 -0.390
C 1.176 -0.669 0.149
N 2.407 -1.073 0.644
C 0.645 0.671 0.268
C 0.475 1.566 -0.934
N 0.932 1.372 1.445
H -1.842 -0.845 -2.074
H -3.015 -1.139 -0.769
H -2.487 0.500 -1.126
H -2.039 -1.237 1.452
H 0.228 -2.315 -1.008
H 2.961 -0.350 1.076
H 2.435 -1.949 1.142
H -0.402 2.213 -0.829
H 1.350 2.221 -1.037
H 0.370 0.980 -1.842
H 0.577 2.317 1.475
H 0.679 0.861 2.281
*
```

Calculated values
structure (SMILES): C/C(O)=C/C(N)=C(\C)N
calculated total energy: -11441.9519 eV
HOMO energy: -0.2617 Ha
frontier orbital gap: 8.02 eV
energy relative to the best compared isomer or geometry (same formula, charge and spin): 262.3 kJ/mol
E_LUMO: 0.9023 eV

Atom charges from the Löwdin analysis, given in e for atoms 1 to 8:
1 C -0.0413
2 C -0.3865
3 O -0.0512
4 C -0.0401
5 C -0.3208
6 N 0.1124
7 C -0.3542
8 C -0.0502

***

Record 4
# C6H12N2O

C6H12N2O in the gas phase (ωB97M-V with the def2-TZVPD basis set, the Open Molecules 2025 dataset).

ORCA input file:
```
! RIJCOSX wB97M-V def2-TZVPD def2/J DEFGRID3
* xyz 0 1
H 0.882 -2.249 0.257
N -0.132 -2.213 0.195
C -0.634 -1.044 0.257
C -2.131 -0.924 0.156
C 0.005 0.223 1.184
C 1.260 -0.238 1.916
C 0.328 1.030 -0.012
O 0.577 2.347 0.110
N 0.156 0.339 -1.070
C 0.548 0.687 -2.409
H -2.413 0.002 -0.343
H -2.548 -1.760 -0.411
H -2.583 -0.926 1.139
H -0.684 0.761 1.839
H 1.994 -0.655 1.227
H 1.741 0.606 2.414
H 1.001 -1.022 2.632
H 0.677 2.755 -0.761
H 1.095 1.642 -2.485
H -0.336 0.749 -3.054
H 1.196 -0.113 -2.783
*
```

Calculated values
structure (SMILES): [H]/N=C(/C)[C@@H](C)/C(O)=N/C
calculated total energy: -11442.4507 eV
HOMO energy: -0.3095 Ha
frontier orbital gap: 8.87 eV
energy relative to the best compared isomer or geometry (same formula, charge and spin): 214.2 kJ/mol
E_LUMO: 0.4455 eV

Atom charges from the Löwdin analysis, given in e for atoms 1 to 8:
1 H 0.0334
2 N 0.0961
3 C -0.4232
4 C -0.0591
5 C -0.1921
6 C -0.0668
7 C -0.4076
8 O 0.1166

***

Repeat the fourth record exactly.
# C6H12N2O

C6H12N2O in the gas phase (ωB97M-V with the def2-TZVPD basis set, the Open Molecules 2025 dataset).

ORCA input file:
```
! RIJCOSX wB97M-V def2-TZVPD def2/J DEFGRID3
* xyz 0 1
H 0.882 -2.249 0.257
N -0.132 -2.213 0.195
C -0.634 -1.044 0.257
C -2.131 -0.924 0.156
C 0.005 0.223 1.184
C 1.260 -0.238 1.916
C 0.328 1.030 -0.012
O 0.577 2.347 0.110
N 0.156 0.339 -1.070
C 0.548 0.687 -2.409
H -2.413 0.002 -0.343
H -2.548 -1.760 -0.411
H -2.583 -0.926 1.139
H -0.684 0.761 1.839
H 1.994 -0.655 1.227
H 1.741 0.606 2.414
H 1.001 -1.022 2.632
H 0.677 2.755 -0.761
H 1.095 1.642 -2.485
H -0.336 0.749 -3.054
H 1.196 -0.113 -2.783
*
```

Calculated values
structure (SMILES): [H]/N=C(/C)[C@@H](C)/C(O)=N/C
calculated total energy: -11442.4507 eV
HOMO energy: -0.3095 Ha
frontier orbital gap: 8.87 eV
energy relative to the best compared isomer or geometry (same formula, charge and spin): 214.2 kJ/mol
E_LUMO: 0.4455 eV

Atom charges from the Löwdin analysis, given in e for atoms 1 to 8:
1 H 0.0334
2 N 0.0961
3 C -0.4232
4 C -0.0591
5 C -0.1921
6 C -0.0668
7 C -0.4076
8 O 0.1166

***

- Which value of energy relative to the best compared isomer or geometry (same formula, charge and spin) does entry 4 give?
  214.2 kJ/mol

***

- calculated total energy of number 1 (C6H12N2)?
  -9377.2059 eV

***

- The highest energy relative to the best compared isomer or geometry (same formula, charge and spin) belongs to which entry?
  number 2